96
Properties=species:S:1:pos:R:3:mulliken_charge:R:1 method="wB97M-V/def2-TZVPD" homo_ha=-0.42453 total_charge=+2 e_above_lowest_ev=0.817 gap_ev=5.71 e_tot_ev=-149519.33102
Sr -0.1803 1.8105 0.3750 1.70
C 3.7887 1.7580 3.2983 -2.13
C 2.6968 2.0002 2.3038 -0.76
N 1.5020 1.5503 2.3872 1.19
N 1.1773 0.7086 3.4027 -0.94
C -0.1157 0.3311 3.5875 0.40
N -0.2813 -0.6885 4.4291 -0.44
S -1.4308 1.1071 2.8815 -0.37
C 2.9715 2.8759 1.1256 1.59
C 4.2718 3.2281 0.7891 -0.91
C 4.4805 4.1280 -0.2454 -0.84
C 3.3877 4.6540 -0.9141 -0.88
C 2.1268 4.2151 -0.5444 -0.44
N 1.9157 3.3353 0.4342 0.59
H 3.3917 1.4802 4.2726 0.51
H 4.3787 2.6635 3.4348 0.54
H 4.4450 0.9566 2.9543 0.33
H 1.9129 0.1667 3.8359 0.35
H 0.4882 -1.2345 4.7818 0.18
H -1.2185 -1.0005 4.6211 0.25
H 5.1105 2.8078 1.3252 0.54
H 5.4858 4.4250 -0.5141 0.48
H 3.5052 5.3866 -1.7003 0.49
H 1.2425 4.5802 -1.0576 0.37
C -1.3223 6.6623 3.6099 -0.51
C -2.1915 6.9374 2.5568 -0.68
C -2.2314 6.1103 1.4539 -0.54
C -1.3918 4.9941 1.4020 -0.62
C -0.5263 4.7174 2.4585 0.28
C -0.4898 5.5541 3.5595 -0.86
N -1.3726 4.0870 0.3110 1.26
N -2.0537 4.4359 -0.6697 -0.98
C -2.0782 3.5608 -1.7849 -0.21
C -2.9474 3.9192 -2.8038 -0.51
C -3.0380 3.1033 -3.9191 -0.54
C -2.2524 1.9632 -3.9780 -0.97
C -1.4035 1.6919 -2.9173 -0.61
N -1.3061 2.4692 -1.8396 0.67
H -1.3012 7.3121 4.4747 0.42
H -2.8414 7.8004 2.6046 0.41
H -2.9048 6.3087 0.6329 0.48
H 0.1209 3.8503 2.4105 0.87
H 0.1812 5.3412 4.3807 0.45
H -3.5345 4.8208 -2.7000 0.58
H -3.7115 3.3519 -4.7281 0.42
H -2.2984 1.2943 -4.8257 0.48
H -0.7798 0.8049 -2.9175 0.52
N 3.9382 -1.5619 -3.6126 -0.10
C 3.3960 -0.1658 -3.4860 -0.76
C 2.2277 -0.1298 -2.4980 0.17
N 1.8833 1.2260 -2.0883 -0.06
H 4.6300 -1.6411 -4.3597 0.41
H 3.1975 -2.2419 -3.7937 0.40
H 4.4013 -1.8128 -2.7258 0.15
H 3.1077 0.1733 -4.4797 0.42
H 4.2146 0.4534 -3.1228 0.38
H 2.4827 -0.6881 -1.5914 -0.61
H 1.3476 -0.6009 -2.9460 0.44
H 1.6573 1.8063 -2.8891 0.23
H 2.6654 1.6573 -1.6046 0.05
N -5.1855 -3.9649 -0.4329 0.01
C -5.5544 -5.2916 -0.3828 0.75
C -6.7892 -5.9299 -0.4801 -1.04
C -6.7765 -7.3042 -0.3846 -0.42
C -5.5798 -8.0239 -0.2001 -0.51
C -4.3641 -7.3874 -0.1054 -0.77
C -4.3536 -5.9924 -0.1980 0.55
N -3.2963 -5.1093 -0.1324 -0.57
C -3.8244 -3.9245 -0.2703 -0.20
C -3.0339 -2.6959 -0.2447 1.06
C -3.5732 -1.4284 -0.4571 -1.06
C -2.7427 -0.3280 -0.3962 -0.69
N -1.4317 -0.3990 -0.1389 0.97
C -0.9171 -1.6230 0.0663 -1.02
C -1.6677 -2.7774 0.0192 -0.78
H -5.8136 -3.1856 -0.5144 0.17
H -7.7113 -5.3808 -0.6181 0.38
H -7.7095 -7.8474 -0.4520 0.39
H -5.6261 -9.1022 -0.1295 0.40
H -3.4422 -7.9341 0.0410 0.44
H -4.6257 -1.2821 -0.6596 0.33
H -3.1545 0.6659 -0.5487 0.51
H 0.1422 -1.6594 0.3052 0.42
H -1.2251 -3.7470 0.2013 0.71
F 4.7098 -6.4679 -0.3920 -0.28
C 4.2897 -5.2532 -0.0639 0.69
C 4.7853 -4.1387 -0.7096 0.17
F 5.6824 -4.2612 -1.6994 -0.31
C 4.3272 -2.8845 -0.3521 0.19
F 4.8662 -1.8328 -1.0498 -0.61
C 3.3594 -2.6561 0.6121 -0.09
Se 2.7233 -0.9291 1.0477 -0.18
C 2.8791 -3.8082 1.2372 0.14
F 1.9351 -3.7081 2.1766 -0.32
C 3.3313 -5.0776 0.9220 0.08
F 2.8396 -6.1404 1.5467 -0.28